Record 1
# C39H26Cl2F12I2N3O3SY

C39H26Cl2F12I2N3O3SY as an isolated structure (ωB97M-V with the def2-TZVPD basis set, OMol25).

```
89
Properties=species:S:1:pos:R:3:forces:R:3
Y -0.231 -1.165 -0.597 0.7 -0.3 -0.1
I 0.164 0.197 -8.463 0.0 0.0 0.0
C -0.377 -0.119 -6.461 0.0 0.0 0.0
C -1.299 -1.101 -6.146 0.0 -0.1 -0.1
C -1.624 -1.305 -4.817 0.1 0.0 0.1
I -2.939 -2.833 -4.279 0.0 0.0 0.0
C -1.063 -0.554 -3.756 0.1 -0.2 0.1
O -1.351 -0.818 -2.526 -0.2 0.3 0.0
C -0.119 0.448 -4.125 -0.1 0.0 0.0
C 0.492 1.347 -3.081 0.0 -0.1 -0.1
N 1.148 0.641 -1.966 -0.1 -0.1 0.2
C 2.392 -0.012 -2.361 0.0 -0.1 0.0
C 2.166 -1.343 -3.045 0.0 0.0 0.0
C 2.996 -1.761 -4.079 0.0 0.0 0.0
C 2.780 -2.997 -4.661 0.0 0.0 0.0
C 1.735 -3.784 -4.202 0.0 0.0 0.0
C 0.952 -3.292 -3.173 0.0 0.0 -0.1
N 1.167 -2.109 -2.605 0.0 0.0 0.2
C 0.206 0.642 -5.456 0.0 0.0 -0.1
H -1.750 -1.711 -6.917 0.0 0.0 0.0
H -0.255 2.011 -2.648 0.0 0.0 0.0
H 1.223 1.997 -3.580 0.0 0.0 0.0
H 1.345 1.343 -1.251 0.0 0.1 0.0
H 2.981 -0.199 -1.464 0.0 0.0 0.0
H 2.983 0.627 -3.031 0.0 0.0 0.0
H 3.785 -1.108 -4.427 0.0 0.0 0.0
H 3.411 -3.337 -5.473 0.0 0.0 0.0
H 1.517 -4.750 -4.636 0.0 0.0 0.0
H 0.107 -3.858 -2.795 0.0 0.0 0.0
H 0.934 1.405 -5.710 0.0 0.0 0.0
C 4.633 2.952 1.409 0.0 0.0 0.0
C 3.398 2.092 1.501 0.0 0.0 0.0
C 2.136 2.651 1.634 -0.1 0.0 0.0
C 1.015 1.846 1.698 0.0 0.0 0.0
C 1.093 0.449 1.612 0.1 0.0 0.0
N -0.034 -0.372 1.560 -0.4 -0.1 -0.2
C -1.088 -0.244 2.426 0.1 0.1 0.2
C -0.985 0.598 3.560 0.1 0.0 0.1
C -2.019 0.845 4.434 0.0 0.0 0.0
C -3.258 0.247 4.252 0.0 -0.1 0.0
C -4.437 0.545 5.140 0.0 0.0 0.0
C -3.353 -0.664 3.210 0.0 0.0 0.0
C -2.325 -0.960 2.313 -0.1 0.0 0.0
C -2.586 -2.144 1.339 0.2 0.1 0.0
O -1.595 -2.418 0.451 -0.2 0.2 0.0
C -2.793 -3.443 2.179 -0.1 -0.1 -0.1
F -3.951 -3.471 2.888 0.0 0.0 0.0
F -2.819 -4.537 1.396 0.0 0.0 0.1
F -1.800 -3.607 3.058 0.0 0.0 0.0
C -3.858 -1.887 0.465 0.0 -0.1 -0.1
F -3.656 -0.792 -0.277 0.0 0.0 0.0
F -4.077 -2.912 -0.378 0.0 0.1 0.0
F -5.027 -1.700 1.121 0.0 0.0 0.0
C 2.377 -0.126 1.426 0.0 0.0 0.0
C 3.492 0.708 1.404 0.0 0.0 0.0
C 2.457 -1.647 1.168 0.0 0.0 -0.1
O 1.727 -2.014 0.084 -0.2 0.2 -0.1
C 2.002 -2.437 2.470 0.0 0.0 0.0
F 2.856 -3.441 2.811 0.1 0.0 0.0
F 1.947 -1.644 3.557 0.0 0.1 0.1
F 0.819 -3.006 2.318 -0.1 0.0 0.0
C 3.912 -2.102 0.838 0.0 -0.1 0.0
F 3.967 -3.401 0.503 0.0 0.1 0.0
F 4.403 -1.434 -0.232 0.0 -0.1 0.0
F 4.807 -1.917 1.838 0.0 0.0 0.0
H 4.448 3.944 1.822 0.0 0.0 0.0
H 4.948 3.084 0.370 0.0 0.0 0.0
H 5.469 2.505 1.951 0.0 0.0 0.0
H 2.008 3.729 1.654 0.0 0.0 0.0
H 0.040 2.303 1.790 0.0 0.0 0.0
H -0.036 1.080 3.744 0.0 0.0 0.0
H -1.856 1.526 5.264 0.0 0.0 0.0
H -4.116 1.030 6.064 0.0 0.0 0.0
H -4.978 -0.365 5.409 0.0 0.0 0.0
H -5.152 1.214 4.649 0.0 0.0 0.0
H -4.290 -1.190 3.111 0.0 0.0 0.0
H 4.482 0.290 1.296 0.0 0.0 0.0
Cl -1.827 1.661 -0.701 -0.2 -0.1 0.0
C -1.856 2.984 0.438 0.2 0.1 -0.1
C -2.691 2.852 1.527 -0.1 -0.1 0.0
C -2.747 3.866 2.472 0.0 0.0 0.1
C -1.951 4.985 2.300 0.0 0.0 0.0
C -1.109 5.083 1.205 -0.1 -0.1 0.0
Cl -0.123 6.522 1.104 0.0 0.0 0.0
C -0.996 4.091 0.201 -0.1 0.0 0.1
S 0.090 4.187 -1.123 0.1 0.1 -0.1
H -3.267 1.942 1.645 0.0 0.0 0.0
H -3.384 3.767 3.342 0.0 0.0 0.0
H -1.962 5.791 3.023 0.0 0.0 0.0
```
Positions in Å, forces in eV/Å.

Its charge is -2. For the HOMO energy, the calculation gives -2.127 eV. For the gap between HOMO and LUMO, the calculation gives 5.37 eV.

Record 2
# C29H32N4O2SSbSr

C29H32N4O2SSbSr as an isolated structure (ωB97M-V with the def2-TZVPD basis set, OMol25).

```
70
Properties=species:S:1:pos:R:3:forces:R:3
Sr -0.171 0.120 -0.075 0.0 0.1 -0.2
O 1.222 0.433 1.824 0.0 -0.1 0.1
N 1.893 1.503 2.011 0.0 0.1 0.0
N 1.619 2.424 1.177 0.0 0.0 0.0
O 0.724 2.264 0.233 0.0 0.2 0.0
C 2.274 3.700 1.308 0.0 0.0 0.0
C 1.861 4.727 0.478 0.0 0.0 0.0
C 2.467 5.971 0.597 0.0 0.0 0.0
C 3.469 6.174 1.532 0.0 0.0 0.0
C 3.872 5.128 2.354 0.0 0.0 0.0
C 3.279 3.882 2.249 0.0 0.0 0.0
H 1.085 4.542 -0.249 0.0 0.0 0.0
H 2.155 6.780 -0.049 0.0 0.0 0.0
H 3.941 7.144 1.621 0.0 0.0 0.0
H 4.657 5.281 3.082 0.0 0.0 0.0
H 3.587 3.064 2.883 0.0 0.0 0.0
C -2.592 3.981 -0.052 0.0 0.0 -0.1
N -2.434 3.421 1.283 0.0 0.0 0.0
C -2.703 4.360 2.370 0.0 0.0 0.0
C -2.369 2.095 1.466 -0.1 0.0 0.1
S -2.919 1.019 0.239 0.1 0.1 0.1
N -1.892 1.633 2.641 0.0 0.0 -0.1
C -0.908 2.365 3.441 0.0 0.0 0.0
C -2.122 0.267 3.091 0.0 0.0 0.0
H -2.274 5.021 -0.016 0.0 0.0 0.0
H -3.630 3.931 -0.385 0.0 0.0 0.0
H -1.970 3.445 -0.764 0.0 0.0 0.0
H -3.525 5.006 2.059 0.0 0.0 0.0
H -1.838 4.984 2.600 0.0 0.0 0.0
H -3.016 3.827 3.263 0.0 0.0 0.0
H -0.466 3.160 2.849 0.0 0.0 0.0
H -0.122 1.664 3.720 0.0 0.0 0.0
H -1.345 2.781 4.349 0.0 0.0 0.0
H -3.033 -0.129 2.657 0.0 0.0 0.0
H -2.212 0.276 4.177 0.0 0.0 0.0
H -1.276 -0.385 2.843 0.0 0.0 0.0
C 1.613 -7.651 -1.776 0.0 0.0 0.0
C 2.480 -6.649 -1.364 0.0 0.0 0.0
C 1.978 -5.433 -0.925 0.0 0.0 0.0
C 0.603 -5.215 -0.900 0.1 0.0 0.0
C -0.265 -6.221 -1.309 0.0 0.0 0.0
C 0.243 -7.437 -1.748 0.0 0.0 0.0
Sb -0.154 -3.377 -0.159 0.0 -0.4 -0.1
C -1.736 -3.084 -1.549 0.0 0.0 0.0
C -2.816 -2.308 -1.128 0.0 0.0 0.0
C -3.846 -1.991 -2.007 0.0 0.0 0.0
C -3.811 -2.467 -3.308 0.0 0.0 0.0
C -2.751 -3.262 -3.730 0.0 0.0 0.0
C -1.717 -3.566 -2.859 0.0 0.0 0.0
C 1.248 -2.074 -1.177 0.0 0.0 0.2
C 0.998 -1.463 -2.411 0.0 0.0 0.0
C 1.805 -0.425 -2.861 0.0 0.0 0.0
C 2.884 0.009 -2.095 0.0 0.0 0.0
C 3.163 -0.608 -0.886 0.0 0.0 0.0
C 2.344 -1.636 -0.426 0.0 0.1 -0.1
H 2.006 -8.598 -2.119 0.0 0.0 0.0
H 3.550 -6.813 -1.387 0.0 0.0 0.0
H 2.669 -4.657 -0.615 0.0 0.0 0.0
H -1.338 -6.066 -1.296 0.0 0.0 0.0
H -0.436 -8.217 -2.069 0.0 0.0 0.0
H -2.872 -1.953 -0.104 0.0 0.0 0.0
H -4.675 -1.384 -1.668 0.0 0.0 0.0
H -4.614 -2.231 -3.993 0.0 0.0 0.0
H -2.731 -3.646 -4.742 0.0 0.0 0.0
H -0.899 -4.193 -3.198 0.0 0.0 0.0
H 0.154 -1.778 -3.013 0.0 0.0 0.0
H 1.593 0.045 -3.813 0.0 0.0 0.0
H 3.502 0.825 -2.444 0.0 0.0 0.0
H 3.997 -0.276 -0.282 0.0 0.0 0.0
H 2.543 -2.059 0.554 0.0 0.0 0.0
```
Positions in Å, forces in eV/Å.

Its charge is +1. For the HOMO energy, the calculation gives -10.995 eV. For the gap between HOMO and LUMO, the calculation gives 8.69 eV.

Record 3
# C50H56IN2O7PS

C50H56IN2O7PS as an isolated structure (ωB97M-V with the def2-TZVPD basis set, OMol25).

```
118
Properties=species:S:1:pos:R:3:forces:R:3
C 3.698 4.647 2.854 -0.1 0.1 0.3
C 5.112 4.307 2.475 0.8 0.9 -0.4
O 5.791 5.101 1.872 -0.3 -0.5 0.0
N 5.727 3.027 2.823 -1.3 -1.0 0.7
C 5.668 2.743 4.193 0.1 0.6 0.4
C 5.989 1.378 4.738 0.1 -0.2 -0.1
O 5.432 3.662 4.961 0.1 -0.3 -0.3
C 5.603 1.968 1.815 0.6 0.4 -0.9
C 6.485 2.342 0.578 0.2 0.4 0.4
C 5.717 2.980 -0.573 -0.2 -0.8 0.0
I 7.025 3.490 -2.166 -0.2 0.1 0.2
S 4.511 1.766 -1.181 0.1 0.1 -1.1
O 5.087 0.911 -2.165 -0.1 -0.1 0.4
O 3.285 2.446 -1.476 0.0 0.1 0.3
O 4.302 0.871 0.124 0.2 0.3 0.3
C 4.166 1.674 1.340 0.2 -0.8 -0.4
P 3.168 0.628 2.470 -1.0 0.7 0.7
N 2.758 1.261 3.816 0.6 0.0 -0.6
O 4.010 -0.724 2.553 -0.4 0.0 -0.1
O 1.890 0.174 1.599 0.8 0.1 -0.2
H 2.971 3.853 2.694 0.0 -0.1 0.0
H 3.405 5.537 2.301 0.0 -0.1 -0.1
H 3.688 4.897 3.917 0.0 -0.1 0.0
H 7.040 1.337 5.034 0.0 0.2 0.0
H 5.799 0.542 4.072 -0.1 0.0 0.0
H 5.375 1.260 5.629 0.1 0.0 0.0
H 6.020 1.030 2.174 0.0 0.2 0.4
H 7.212 3.072 0.938 0.0 -0.1 -0.1
H 7.055 1.483 0.222 -0.2 -0.1 -0.1
H 5.138 3.854 -0.285 0.2 0.1 -0.1
H 3.606 2.571 1.064 -0.1 0.1 0.3
H 3.093 2.205 3.948 -0.1 0.0 0.4
H 3.415 -1.488 2.569 0.3 -0.1 -0.1
H 1.683 0.856 0.942 -0.4 -0.1 0.0
C -1.750 -4.423 -0.075 0.0 0.0 0.0
C -2.343 -3.228 0.311 0.0 0.0 0.0
C -1.550 -2.160 0.706 -0.1 0.0 0.0
C -0.168 -2.282 0.714 0.0 0.0 0.0
C 0.424 -3.478 0.329 0.0 0.0 0.0
C -0.367 -4.549 -0.065 0.0 0.0 0.0
H -2.370 -5.256 -0.380 0.0 0.0 0.0
H -3.422 -3.133 0.306 0.0 0.0 0.0
H -2.008 -1.229 1.018 0.0 0.0 0.0
H 0.436 -1.441 1.027 0.0 -0.1 0.0
H 1.502 -3.575 0.332 0.0 0.0 0.0
H 0.093 -5.482 -0.364 0.0 0.0 0.0
C -5.118 -6.642 -1.477 0.0 0.0 0.0
C -5.087 -5.273 -1.707 0.0 0.0 0.0
C -6.173 -4.484 -1.357 0.0 0.0 0.0
C -7.290 -5.063 -0.769 0.0 0.0 0.0
C -7.321 -6.431 -0.536 0.0 0.0 0.0
C -6.236 -7.221 -0.892 0.0 0.0 0.0
H -4.272 -7.258 -1.754 0.0 0.0 0.0
H -4.214 -4.820 -2.162 0.0 0.0 0.0
H -6.150 -3.417 -1.541 0.0 0.0 0.0
H -8.136 -4.448 -0.493 0.0 0.0 0.0
H -8.191 -6.882 -0.076 0.0 0.0 0.0
H -6.262 -8.288 -0.713 0.0 0.0 0.0
C -5.517 -0.927 4.820 0.0 0.0 0.0
C -4.686 0.154 5.081 0.0 0.0 0.0
C -3.367 0.136 4.650 0.0 0.0 0.0
C -2.879 -0.961 3.954 0.0 0.0 0.0
C -3.710 -2.042 3.692 0.0 0.0 0.0
C -5.028 -2.026 4.127 0.0 0.0 0.0
H -6.545 -0.914 5.159 0.0 0.0 0.0
H -5.067 1.011 5.623 0.0 0.0 0.0
H -2.717 0.976 4.859 0.0 0.0 0.0
H -1.850 -0.975 3.618 0.0 0.0 0.0
H -3.327 -2.898 3.150 0.0 0.0 0.0
H -5.674 -2.871 3.927 0.0 0.0 0.0
C 9.258 5.174 -6.032 0.0 0.0 0.0
C 10.237 5.212 -7.014 0.0 0.0 0.0
C 11.356 4.396 -6.912 0.0 0.0 0.0
C 11.492 3.536 -5.831 0.0 0.0 0.0
C 10.512 3.495 -4.849 0.0 0.0 0.0
C 9.399 4.316 -4.950 0.0 0.0 0.0
H 8.386 5.810 -6.109 0.0 0.0 0.0
H 10.129 5.878 -7.860 0.0 0.0 0.0
H 12.121 4.429 -7.676 0.0 0.0 0.0
H 12.363 2.897 -5.753 0.0 0.0 0.0
H 10.617 2.824 -4.006 0.0 0.0 0.0
H 8.636 4.288 -4.182 0.1 0.1 -0.1
C -5.705 -8.372 -4.802 0.0 0.0 0.0
C -5.112 -7.141 -5.040 0.0 0.0 0.0
C -4.508 -6.886 -6.264 0.0 0.0 0.0
C -4.503 -7.861 -7.252 0.0 0.0 0.0
C -5.098 -9.092 -7.014 0.0 0.0 0.0
C -5.697 -9.349 -5.788 0.0 0.0 0.0
H -6.174 -8.568 -3.846 0.0 0.0 0.0
H -5.123 -6.380 -4.272 0.0 0.0 0.0
H -4.041 -5.926 -6.448 0.0 0.0 0.0
H -4.035 -7.661 -8.207 0.0 0.0 0.0
H -5.096 -9.852 -7.785 0.0 0.0 0.0
H -6.158 -10.311 -5.602 0.0 0.0 0.0
C -2.568 2.853 0.438 0.0 0.0 0.0
C -1.789 3.987 0.622 0.0 0.0 0.0
C -0.458 3.988 0.228 0.0 0.0 0.0
C 0.093 2.857 -0.361 0.1 -0.1 0.1
C -0.686 1.720 -0.541 0.0 0.0 0.0
C -2.016 1.717 -0.139 0.0 0.0 0.0
H -3.607 2.859 0.743 0.0 0.0 0.0
H -2.223 4.872 1.068 0.0 0.0 0.0
H 0.148 4.874 0.370 0.0 0.0 0.0
H 1.127 2.861 -0.681 0.0 0.0 -0.1
H -0.259 0.838 -1.004 0.0 0.0 0.0
H -2.623 0.832 -0.282 0.0 0.0 0.0
C -7.355 4.215 2.716 0.0 0.0 0.0
C -7.155 5.577 2.536 0.0 0.0 0.0
C -5.882 6.115 2.666 0.0 0.0 0.0
C -4.809 5.290 2.970 0.0 0.0 0.0
C -5.008 3.928 3.150 0.0 0.0 0.0
C -6.282 3.390 3.025 0.0 0.0 0.0
H -8.348 3.796 2.616 0.0 0.0 0.0
H -7.992 6.219 2.293 0.0 0.0 0.0
H -5.727 7.177 2.529 0.0 0.0 0.0
H -3.815 5.709 3.069 0.0 0.0 0.0
H -4.169 3.284 3.385 0.0 0.0 0.0
H -6.437 2.328 3.167 0.0 0.0 0.0
```
Positions in Å, forces in eV/Å.

For the HOMO energy, the calculation gives -9.325 eV. For the gap between HOMO and LUMO, the calculation gives 9.25 eV.

Question: Which of these has the lowest gap between HOMO and LUMO?
Answer: C39H26Cl2F12I2N3O3SY